DFT (ωB97M-V/def2-TZVPD) results for C35H26BrN6O4SW as an isolated structure.

## Properties
net charge = +1
E_tot = -5017.9745 Ha
HOMO level (alpha / beta) = -0.377 / -0.377 hartree
HOMO-LUMO gap (alpha / beta) = 0.2269 / 0.2269 Eh
energy relative to the best compared isomer or geometry (same formula, charge and spin) = 153.1 kJ/mol

CARTESIAN COORDINATES (ANGSTROEM)
W: -0.2856 0.2427 -0.7619
C: -2.6785 -1.5768 2.7490
O: -1.9949 -2.8078 2.5658
C: -1.5751 -3.1606 1.3139
C: -1.5072 -4.5250 1.0390
C: -1.1003 -4.9868 -0.2013
C: -0.7711 -4.0924 -1.2166
C: -0.8083 -2.7397 -0.9463
C: -0.4348 -1.6518 -1.9144
N: 0.8208 -1.1110 -1.7356
N: 1.4466 -0.5247 -2.8608
C: 0.8557 0.5520 -3.2454
O: -0.2480 0.9929 -2.6067
C: 1.4021 1.3285 -4.3717
C: 2.4418 0.8157 -5.1440
C: 2.9412 1.5594 -6.1984
C: 2.4108 2.8127 -6.4851
C: 1.3853 3.3289 -5.7076
C: 0.8796 2.5870 -4.6502
C: -1.1718 -2.2900 0.3129
O: -1.0903 -0.9319 0.4845
H: -2.0092 -0.7197 2.6770
H: -3.1099 -1.6224 3.7461
H: -3.4810 -1.4611 2.0143
H: -1.7854 -5.2122 1.8276
H: -1.0469 -6.0517 -0.3820
H: -0.4670 -4.4496 -2.1921
H: -0.7150 -1.7945 -2.9563
H: 2.8441 -0.1597 -4.9082
H: 3.7475 1.1617 -6.8003
H: 2.8000 3.3856 -7.3167
H: 0.9827 4.3101 -5.9214
H: 0.0841 2.9806 -4.0316
Br: 4.7234 1.8701 4.2179
C: 3.6471 1.8244 2.6675
C: 4.2500 1.6609 1.4077
C: 3.4838 1.5566 0.2732
C: 2.0890 1.5677 0.3771
O: 1.3405 1.3711 -0.6900
C: 1.4861 1.8088 1.6310
C: 0.0705 1.9227 1.7574
N: -0.7840 1.6532 0.8180
C: -2.1817 1.8949 0.9761
C: -2.7771 2.5681 2.0023
C: -4.1809 2.7317 2.0357
C: -4.9633 2.2577 1.0249
C: -4.3675 1.5937 -0.0747
C: -5.1002 1.1168 -1.1900
C: -4.4533 0.4993 -2.2173
C: -3.0579 0.3337 -2.1420
N: -2.3570 0.7610 -1.1193
C: -2.9817 1.4059 -0.0816
C: 2.2913 1.9406 2.7792
H: 5.3281 1.6041 1.3386
H: 3.9258 1.4017 -0.7011
H: -0.2995 2.2861 2.7158
H: -2.1887 3.0043 2.7985
H: -4.6299 3.2476 2.8731
H: -6.0364 2.3970 1.0418
H: -6.1732 1.2621 -1.2188
H: -4.9819 0.1435 -3.0894
H: -2.4993 -0.1439 -2.9349
H: 1.8340 2.1206 3.7455
S: 1.9891 -1.5063 0.9712
C: 2.5132 -1.9435 2.4931
N: 1.8771 -1.4751 3.6191
C: 2.2748 -1.7544 4.8808
C: 3.3400 -2.5637 5.0719
C: 3.9499 -3.0695 3.8992
N: 3.5738 -2.7820 2.6819
H: 1.0706 -0.8912 3.4599
H: 1.7055 -1.3063 5.6829
H: 3.6949 -2.8097 6.0597
H: 4.7926 -3.7487 3.9823